A molecular structure, C17H29AsN7OSTl, computed with the ωB97M-V functional and the def2-TZVPD basis.

Charge: +2
Electronic energy in Eh: -3929.60278
Spin multiplicity: 1
Energy relative to the best compared isomer or geometry (same formula, charge and spin) in kcal/mol: 28.3
HOMO in eV: -14.10

Each line ends with the Löwdin charge.
Cartesian coordinates (Å):
Tl: 0.03 -0.01 -0.06  0.74
N: 3.19 0.92 2.90  0.14
C: 2.01 1.43 2.53  -0.75
S: 0.65 0.35 2.44  0.65
N: 1.94 2.73 2.29  0.10
C: 0.74 3.51 2.01  -0.24
C: 0.78 4.30 0.85  -0.04
C: -0.28 5.19 0.63  -0.07
C: -1.31 5.26 1.56  -0.06
C: -1.34 4.46 2.70  -0.05
C: -0.29 3.60 2.97  -0.03
H: 3.29 -0.06 3.15  0.11
H: 3.99 1.52 3.08  0.14
H: 2.80 3.27 2.37  0.17
H: 1.59 4.26 0.17  0.11
H: -0.32 5.75 -0.31  0.13
H: -2.15 5.94 1.42  0.12
H: -2.16 4.55 3.43  0.13
H: -0.19 2.99 3.81  0.09
C: -0.85 -1.56 -3.33  -0.16
C: -0.83 -2.70 -2.30  -0.38
As: -1.58 -2.10 -0.55  1.21
C: -3.50 -1.56 -0.61  -0.33
C: -4.26 -2.53 -1.56  -0.12
C: -1.13 -3.57 0.70  -0.38
C: -1.22 -5.03 0.20  -0.12
H: -0.35 -1.88 -4.28  0.10
H: -0.31 -0.66 -3.04  0.04
H: -1.87 -1.31 -3.64  0.08
H: 0.22 -2.95 -2.08  0.08
H: -1.35 -3.57 -2.71  0.09
H: -3.54 -0.53 -0.99  0.07
H: -3.85 -1.60 0.43  0.09
H: -3.86 -2.49 -2.57  0.07
H: -5.29 -2.16 -1.67  0.10
H: -4.23 -3.53 -1.20  0.06
H: -1.68 -3.41 1.62  0.07
H: -0.10 -3.38 1.04  0.06
H: -2.23 -5.39 -0.09  0.09
H: -0.88 -5.69 0.98  0.08
H: -0.55 -5.20 -0.66  0.07
N: -0.23 1.96 -1.07  0.00
C: -1.27 2.46 -1.42  -0.36
N: -2.36 2.92 -1.69  0.14
C: -3.09 3.91 -1.26  -0.34
N: -3.83 4.76 -1.03  0.16
C: 3.67 -2.47 0.61  -0.05
N: 3.98 -1.69 -0.56  0.04
C: 3.36 -0.53 -0.84  -0.56
N: 3.96 0.27 -1.77  0.21
O: 2.30 -0.18 -0.29  -0.16
H: 4.49 -2.54 1.33  0.10
H: 3.27 -3.43 0.38  0.08
H: 2.85 -1.93 1.12  0.07
H: 4.79 -1.90 -1.16  0.16
H: 4.91 0.08 -2.08  0.14
H: 3.52 1.14 -1.93  0.11

***

A molecular structure, C24H50AsF6IrN6Si2Te, computed with the ωB97M-V functional and the def2-TZVPD basis.

Charge: +4
Expectation value of S²: 6.02
Electronic energy in Eh: -5057.95100
Spin multiplicity: 5
Energy relative to the best compared isomer or geometry (same formula, charge and spin) in kcal/mol: 0.0
HOMO (alpha / beta) in eV: -17.97 / -18.59

Each line ends with the Löwdin charge.
Cartesian coordinates (Å):
Ir: -0.16 -0.32 0.47  1.28
C: -0.02 2.09 4.27  0.00
N: -0.16 0.72 3.75  -0.11
C: 1.04 -0.10 3.86  -0.01
C: -1.25 0.29 3.14  -0.34
N: -1.10 -0.72 2.18  -0.05
C: -1.89 -1.83 2.22  -0.20
C: -2.62 -2.29 3.34  0.01
C: -3.40 -3.40 3.20  0.01
C: -3.51 -4.07 1.95  0.01
C: -2.79 -3.66 0.86  0.01
C: -1.94 -2.54 0.98  -0.20
N: -1.17 -2.00 0.00  -0.07
C: -1.17 -2.57 -1.28  -0.34
N: -0.73 -3.81 -1.42  -0.11
C: 0.11 -4.46 -0.41  0.00
C: -1.21 -4.72 -2.48  0.01
N: -1.59 -1.83 -2.29  -0.10
C: -1.16 -2.03 -3.68  0.00
C: -2.50 -0.69 -2.10  0.00
N: -2.46 0.78 3.38  -0.09
C: -2.84 1.35 4.68  0.01
C: -3.55 0.72 2.41  0.01
H: 0.96 2.45 3.97  0.11
H: -0.10 2.12 5.35  0.11
H: -0.77 2.73 3.82  0.10
H: 1.44 -0.02 4.87  0.12
H: 1.80 0.25 3.15  0.08
H: 0.81 -1.15 3.66  0.09
H: -2.54 -1.78 4.29  0.13
H: -3.96 -3.78 4.05  0.14
H: -4.16 -4.93 1.87  0.14
H: -2.89 -4.18 -0.08  0.13
H: 0.65 -3.72 0.17  0.09
H: 0.82 -5.11 -0.93  0.11
H: -0.49 -5.08 0.25  0.11
H: -2.10 -4.32 -2.94  0.10
H: -1.45 -5.67 -2.01  0.11
H: -0.44 -4.89 -3.24  0.11
H: -0.26 -2.64 -3.71  0.10
H: -0.95 -1.05 -4.10  0.11
H: -1.94 -2.51 -4.28  0.11
H: -2.96 -0.73 -1.11  0.09
H: -3.29 -0.76 -2.85  0.12
H: -1.97 0.25 -2.23  0.08
H: -2.14 1.04 5.45  0.10
H: -3.83 0.96 4.93  0.11
H: -2.90 2.44 4.65  0.11
H: -3.18 0.46 1.42  0.08
H: -4.02 1.70 2.36  0.12
H: -4.30 -0.01 2.72  0.11
F: 0.77 1.55 0.92  -0.40
As: 0.33 2.51 -0.60  0.80
F: -1.29 1.99 -0.28  -0.23
F: 0.20 3.91 0.32  -0.14
F: -0.01 3.13 -2.12  -0.14
F: 2.04 2.70 -0.82  -0.30
F: 0.52 0.80 -1.32  -0.41
C: 6.85 -1.33 1.24  -0.17
Si: 5.40 -2.31 0.62  0.43
C: 5.80 -4.05 0.15  -0.15
C: 3.92 -2.19 1.78  -0.19
C: 4.79 -1.43 -1.01  -0.53
Te: 3.92 0.42 -0.55  1.60
C: 4.50 1.54 -2.27  -0.51
Si: 5.30 3.24 -2.03  0.63
C: 7.13 3.21 -3.29  0.12
C: 4.49 4.57 -3.02  -0.12
C: 5.88 3.61 -0.33  -0.16
H: 7.21 -1.75 2.18  0.06
H: 6.60 -0.28 1.44  0.02
H: 7.69 -1.36 0.54  0.05
H: 6.34 -4.54 0.96  0.06
H: 6.43 -4.11 -0.74  0.05
H: 4.90 -4.64 -0.04  0.04
H: 4.13 -1.53 2.63  0.04
H: 3.68 -3.17 2.19  0.05
H: 3.01 -1.82 1.30  -0.02
H: 4.02 -2.04 -1.48  0.03
H: 5.59 -1.25 -1.74  0.03
H: 3.56 1.71 -2.81  0.03
H: 5.11 0.87 -2.88  0.03
H: 6.79 2.86 -4.26  0.07
H: 7.57 2.48 -2.60  0.07
H: 7.48 4.23 -3.22  0.08
H: 4.68 4.55 -4.09  0.07
H: 4.78 5.55 -2.63  0.08
H: 3.41 4.43 -2.87  0.06
H: 6.64 2.91 0.03  0.06
H: 5.02 3.57 0.34  0.06
H: 6.30 4.62 -0.28  0.07

***

A single C9H8N2S molecule, computed with the ωB97M-V functional and the def2-TZVPD basis.

SMILES: C=C(c1cccs1)n1ccnc1
Charge: 0
Electronic energy in Eh: -855.37721
Spin multiplicity: 1
Energy relative to the best compared isomer or geometry (same formula, charge and spin) in kcal/mol: 53.1
HOMO in eV: -8.81

Each line ends with the Löwdin charge.
Cartesian coordinates (Å):
C: 0.45 2.30 0.29  0.08
C: 0.35 0.98 0.15  -0.23
C: -1.05 0.12 0.16  -0.39
C: -2.24 0.63 -0.20  -0.18
C: -3.30 -0.28 -0.20  -0.20
C: -2.93 -1.51 0.31  -0.41
S: -1.22 -1.63 0.51  1.01
N: 1.52 0.15 0.00  -0.07
C: 1.66 -0.92 -0.87  -0.09
C: 2.92 -1.43 -0.65  -0.16
N: 3.51 -0.79 0.38  0.04
C: 2.70 0.13 0.80  -0.13
H: 1.47 2.68 0.28  0.08
H: -0.50 2.79 0.49  0.07
H: -2.56 1.59 -0.48  0.10
H: -4.36 0.01 -0.47  0.13
H: -3.43 -2.44 0.55  0.05
H: 0.84 -0.97 -1.51  0.09
H: 3.52 -2.25 -1.09  0.11
H: 2.64 0.84 1.56  0.10

***

A molecular structure, ClFH2N2, computed with the ωB97M-V functional and the def2-TZVPD basis.

Charge: 0
Electronic energy in Eh: -670.57770
Spin multiplicity: 1
Energy relative to the best compared isomer or geometry (same formula, charge and spin) in kcal/mol: 68.7
HOMO in eV: -10.31

Each line ends with the Löwdin charge.
Cartesian coordinates (Å):
N: -0.85 -0.57 -0.09  0.03
N: 0.70 0.32 -0.53  -0.51
F: 0.62 1.41 0.23  -0.15
Cl: 1.89 -0.70 0.12  0.58
H: -1.31 0.04 -0.70  -0.02
H: -1.07 -0.50 0.97  0.08

***

A molecular structure, C20H36Cl2N2O6PV, computed with the ωB97M-V functional and the def2-TZVPD basis.

Charge: 0
Expectation value of S²: 2.25
Electronic energy in Eh: -3550.37600
Spin multiplicity: 3
Energy relative to the best compared isomer or geometry (same formula, charge and spin) in kcal/mol: 0.0
HOMO (alpha / beta) in eV: -7.06 / -7.20

Each line ends with the Löwdin charge.
Cartesian coordinates (Å):
O: 3.06 1.29 -1.27  0.02
C: 2.28 1.75 -2.09  -0.21
C: 1.53 3.04 -1.98  -0.20
C: 0.89 3.49 -0.81  -0.05
H: 0.64 2.78 -0.02  0.10
C: 0.57 4.85 -0.64  -0.06
H: 0.12 5.14 0.30  0.11
C: 0.87 5.75 -1.67  -0.08
H: 0.70 6.83 -1.52  0.11
C: 1.36 5.26 -2.88  -0.08
H: 1.53 5.96 -3.69  0.10
C: 1.66 3.92 -3.06  -0.04
H: 2.04 3.53 -4.01  0.12
H: 2.04 1.21 -3.02  0.11
C: 0.02 -0.40 -3.27  -0.16
C: -0.41 0.54 -2.22  -0.38
H: 0.16 0.04 -4.26  0.09
H: -0.80 -1.13 -3.35  0.02
H: 0.92 -0.97 -3.03  0.06
C: -1.24 1.62 -2.33  -0.35
C: -2.29 1.59 -3.38  -0.11
H: -1.04 2.59 -1.92  0.06
H: -1.87 2.09 -4.27  0.09
H: -3.19 2.09 -3.02  0.08
H: -2.55 0.53 -3.59  0.03
V: -1.67 -0.31 -1.06  0.24
Cl: -2.43 1.43 0.08  0.19
Cl: -2.93 -1.64 -2.31  0.09
C: -3.54 -1.30 1.39  -0.30
O: -2.44 -1.49 0.83  -0.16
N: -3.88 -2.02 2.49  -0.17
C: -2.97 -3.10 2.82  -0.03
C: -5.19 -1.94 3.14  -0.04
H: -4.26 -0.56 1.00  0.13
H: -2.00 -2.67 2.97  0.08
H: -2.91 -3.83 2.03  0.10
H: -3.31 -3.58 3.72  0.08
H: -5.57 -0.93 3.26  0.09
H: -5.07 -2.39 4.11  0.08
H: -5.93 -2.49 2.56  0.09
H: 1.73 -5.07 -0.50  0.09
H: 3.81 -3.75 -0.25  0.09
C: 1.31 -4.31 -1.16  -0.02
C: 3.40 -2.99 -0.93  -0.05
N: 1.95 -3.03 -0.86  -0.17
H: 0.23 -4.25 -1.01  0.09
C: 1.25 -1.89 -0.83  -0.32
O: 0.01 -1.85 -0.74  -0.11
H: 3.76 -2.00 -0.63  0.09
H: 1.86 -0.97 -0.89  0.13
H: 1.53 -4.59 -2.20  0.10
H: 3.76 -3.21 -1.95  0.09
C: 2.64 1.85 1.84  -0.12
O: 1.41 1.36 2.41  -0.38
P: 0.45 0.20 1.71  0.89
O: -0.46 -0.24 2.98  -0.36
C: -0.24 0.11 4.35  -0.12
O: 1.53 -1.05 1.62  -0.39
C: 2.11 -1.72 2.74  -0.11
H: 2.63 2.95 1.95  0.09
H: 2.74 1.61 0.77  0.05
H: 3.49 1.44 2.40  0.09
H: 0.78 0.44 4.55  0.07
H: -0.91 0.92 4.62  0.08
H: -0.47 -0.77 4.94  0.08
H: 3.03 -2.18 2.37  0.08
H: 2.36 -1.03 3.55  0.08
H: 1.42 -2.49 3.10  0.09

***

A molecular structure, C4H9NO, computed with the ωB97M-V functional and the def2-TZVPD basis.

Charge: 0
Electronic energy in Eh: -287.55858
Spin multiplicity: 1
Energy relative to the best compared isomer or geometry (same formula, charge and spin) in kcal/mol: 171.9
HOMO in eV: -9.57

Each line ends with the Löwdin charge.
Cartesian coordinates (Å):
C: -1.01 1.64 -0.71  -0.15
C: 0.38 1.07 -0.59  -0.25
C: 0.44 -0.12 0.36  -0.48
C: -0.18 -1.47 0.05  -0.04
H: -1.82 0.79 -0.89  0.10
H: -1.10 2.09 -1.74  0.07
H: -1.51 2.24 0.13  0.10
H: 1.32 1.78 -0.38  0.15
H: 0.62 0.73 -1.66  0.12
H: 0.66 -2.34 0.80  0.10
H: -1.31 -1.49 0.40  0.11
H: 0.03 -1.82 -1.16  0.14
H: 1.35 -2.18 1.61  0.22
N: 1.10 0.09 1.39  0.03
O: 1.03 -1.02 2.39  -0.24